1) The following is a quantum chemistry calculation of C24H31N3O4 in the gas phase, from the OMol25 dataset.

Geometry as XYZ:
```
62
Properties=species:S:1:pos:R:3:mulliken_charge:R:1
C -1.427 -1.018 2.603 -1.57
C -0.364 -1.468 1.650 0.51
C 0.973 -1.513 2.018 -0.41
C 1.961 -1.890 1.120 -0.62
C 1.616 -2.220 -0.184 0.33
O 2.505 -2.546 -1.179 -0.55
C 3.864 -2.699 -0.839 -0.44
C 4.545 -1.403 -0.384 0.52
O 5.505 -1.409 0.355 -0.67
N 3.992 -0.287 -0.901 -0.03
C 4.329 1.026 -0.402 -1.52
C 3.267 1.562 0.574 0.21
N 2.447 2.610 -0.010 0.10
C 1.642 2.234 -1.156 -1.53
C 0.385 1.422 -0.792 1.11
N -0.388 2.149 0.189 0.21
C -1.599 2.707 0.023 0.90
O -2.124 3.396 0.883 -0.70
C -2.324 2.481 -1.311 -0.92
O -2.393 1.155 -1.782 -0.46
C -3.208 0.271 -1.124 0.80
C -3.400 -0.958 -1.755 -0.56
C -4.185 -1.927 -1.167 -0.54
C -4.801 -1.702 0.061 0.96
C -5.647 -2.767 0.690 -1.61
C -4.608 -0.474 0.674 -0.94
C -3.823 0.511 0.096 -0.48
C 0.383 2.469 1.377 -0.53
C 1.614 3.290 0.965 -1.26
C 0.272 -2.200 -0.558 -0.87
C -0.699 -1.837 0.350 0.20
H -2.299 -1.666 2.535 0.42
H -1.751 -0.007 2.350 0.15
H -1.063 -1.017 3.627 0.41
H 1.261 -1.249 3.026 0.36
H 2.988 -1.917 1.451 0.43
H 4.353 -3.049 -1.753 0.34
H 4.004 -3.457 -0.059 0.39
H 3.163 -0.392 -1.469 0.26
H 4.462 1.724 -1.231 0.44
H 5.282 0.905 0.115 0.43
H 3.772 2.013 1.430 0.55
H 2.681 0.706 0.947 -0.03
H 2.250 1.672 -1.865 0.44
H 1.330 3.165 -1.643 0.33
H -0.207 1.223 -1.682 0.78
H 0.673 0.461 -0.352 -1.33
H -1.794 3.037 -2.093 0.39
H -3.327 2.911 -1.201 0.39
H -2.919 -1.131 -2.705 0.44
H -4.323 -2.876 -1.666 0.39
H -5.082 -3.693 0.794 0.35
H -6.516 -2.977 0.067 0.38
H -5.995 -2.458 1.672 0.36
H -5.077 -0.273 1.626 0.32
H -3.697 1.450 0.610 0.51
H -0.255 3.043 2.049 0.56
H 0.684 1.537 1.866 0.10
H 2.213 3.531 1.844 0.50
H 1.273 4.227 0.512 0.38
H 0.014 -2.472 -1.569 0.48
H -1.734 -1.828 0.048 0.47
```

## Properties
Orbital gap, eV: 8.95
2S+1: 1
Lowest unoccupied orbital energy, eV: 0.6
SMILES: Cc1ccc(OCC(=O)NCCN2CCN(C(=O)COc3ccc(C)cc3)CC2)cc1

2) The following is a quantum chemistry calculation of C24H31N3O4 in the gas phase, from the OMol25 dataset.

Geometry as XYZ:
```
62
Properties=species:S:1:pos:R:3:mulliken_charge:R:1
C -4.495 -2.508 1.388 -0.61
O -5.108 -1.258 1.670 -0.35
C -5.860 -0.704 0.713 0.89
O -6.044 -1.194 -0.371 -0.62
C -6.534 0.553 1.218 -0.84
C -5.594 1.762 1.228 -0.95
C -4.896 2.011 -0.123 0.15
C -5.923 2.102 -1.249 -1.87
N -3.874 0.974 -0.297 0.83
C -3.640 0.489 -1.644 -1.16
C -2.731 -0.736 -1.609 -0.65
C -1.399 -0.415 -0.939 -0.02
O -0.676 -1.633 -0.843 -0.44
C 0.662 -1.629 -0.626 0.67
C 1.253 -2.893 -0.522 -0.47
C 2.607 -3.017 -0.314 -0.86
C 3.416 -1.889 -0.184 0.69
C 4.876 -2.090 0.027 0.45
O 5.469 -3.073 -0.380 -0.68
N 5.488 -1.125 0.755 -0.19
C 6.920 -1.059 0.878 -0.85
C 7.440 0.303 0.502 0.64
C 8.798 0.518 0.278 -0.80
C 9.223 1.793 -0.050 -0.26
C 8.284 2.810 -0.144 -0.57
C 6.958 2.495 0.101 -0.19
N 6.545 1.279 0.416 -0.30
C 2.831 -0.634 -0.305 -0.98
C 1.471 -0.501 -0.524 -0.32
C -1.673 0.189 0.439 -0.58
C -2.617 1.377 0.306 -1.16
H -4.976 -2.971 0.524 0.35
H -3.434 -2.363 1.181 0.09
H -4.614 -3.135 2.271 0.29
H -7.398 0.749 0.585 0.37
H -6.873 0.368 2.238 0.42
H -4.834 1.601 1.992 0.36
H -6.169 2.648 1.504 0.48
H -4.402 2.999 -0.058 0.35
H -6.403 1.145 -1.424 0.44
H -5.456 2.436 -2.172 0.45
H -6.681 2.830 -0.972 0.40
H -3.181 1.267 -2.284 0.36
H -4.588 0.184 -2.080 0.59
H -2.556 -1.094 -2.624 0.41
H -3.224 -1.530 -1.050 0.15
H -0.847 0.304 -1.563 0.20
H 0.619 -3.760 -0.618 0.43
H 3.068 -3.991 -0.245 0.41
H 5.006 -0.268 0.981 0.26
H 7.224 -1.280 1.913 0.26
H 7.345 -1.834 0.232 0.44
H 9.496 -0.301 0.358 0.38
H 10.269 1.992 -0.233 0.41
H 8.573 3.817 -0.400 0.37
H 6.182 3.247 0.044 0.40
H 3.435 0.261 -0.261 0.42
H 1.058 0.491 -0.620 0.40
H -0.744 0.503 0.918 0.56
H -2.138 -0.571 1.067 0.01
H -2.126 2.168 -0.296 0.40
H -2.811 1.788 1.299 0.54
```

## Properties
Orbital gap, eV: 9.19
2S+1: 1
Lowest unoccupied orbital energy, eV: 0.7
SMILES: COC(=O)CC[C@H](C)N1CCC(Oc2ccc(C(=O)NCc3ccccn3)cc2)CC1

Calculated relative energies: 1) 0.0152; 2) 0.0000, given in hartree

1) The following is a quantum chemistry calculation of a molecular structure, C4H9P, from the OMol25 dataset.

Geometry as XYZ:
```
14
Properties=species:S:1:pos:R:3:mulliken_charge:R:1
C 0.017 0.049 1.038 -0.02
C -0.576 0.516 -0.076 -0.49
C -0.387 0.619 2.439 -0.91
C -0.266 -0.604 -1.626 -0.72
P 1.137 0.127 -2.479 -0.01
H 0.703 -0.756 0.938 0.33
H -1.356 1.237 -0.183 0.31
H -0.947 -0.036 3.007 0.28
H -0.863 1.594 1.988 0.26
H 0.554 0.705 2.998 0.25
H -1.173 -0.590 -2.269 0.37
H -0.165 -1.604 -1.144 0.35
H 1.294 -1.005 -3.112 -0.01
H 2.030 -0.252 -1.520 -0.01
```

## Properties
Orbital gap, eV: 10.59
2S+1: 1
Lowest unoccupied orbital energy, eV: 1.2

2) The following is a quantum chemistry calculation of C4H9P in the gas phase, from the OMol25 dataset.

Geometry as XYZ:
```
14
Properties=species:S:1:pos:R:3:mulliken_charge:R:1
C 0.108 2.423 1.073 -1.04
P -0.620 1.838 -0.543 0.06
C -0.016 -0.306 -0.691 0.21
C -0.554 -0.888 -1.911 -1.10
C 0.387 -1.061 0.437 -0.88
H -0.188 3.430 0.806 0.34
H -0.555 2.222 1.857 0.35
H 1.164 2.468 1.270 0.35
H 0.332 -1.372 -2.439 0.25
H -0.967 -0.133 -2.451 0.41
H -1.336 -1.646 -1.670 0.29
H -0.127 -2.067 0.436 0.29
H 0.231 -0.618 1.549 0.24
H 1.462 -1.344 0.427 0.25
```

## Properties
Orbital gap (alpha / beta), eV: 6.95 / 8.39
2S+1: 1
Lowest unoccupied orbital energy (alpha / beta), eV: -0.4 / 0.5
SMILES: CP=C(C)C

Calculated relative energies: 1) 0.0000; 2) 0.0286, given in hartree

1) The following is a quantum chemistry calculation of 2 unconnected molecules or ions with the total composition C2HClNO2, from the OMol25 dataset.

Geometry as XYZ:
```
7
Properties=species:S:1:pos:R:3:mulliken_charge:R:1
C -0.715 -0.293 0.117 -0.38
C 1.771 -0.456 0.231 0.81
N -1.826 -0.375 -0.311 -0.23
O 1.996 0.055 1.230 -0.36
O 1.639 -0.920 -0.831 -0.43
Cl -0.284 1.869 0.321 -0.68
H -2.581 0.120 -0.756 0.27
```

## Properties
Charge: -1
Orbital gap, eV: 7.23
2S+1: 1
Lowest unoccupied orbital energy, eV: 4.0

2) The following is a quantum chemistry calculation of a gas-phase ion, C2HClNO2 (charge -1), from the OMol25 dataset.

Geometry as XYZ:
```
7
Properties=species:S:1:pos:R:3:mulliken_charge:R:1
H -0.746 0.454 -1.950 0.18
N -0.469 1.122 -1.276 -0.45
C 0.328 -0.191 -0.278 0.17
Cl 0.020 -1.677 -1.125 -0.20
C 0.368 0.037 1.197 0.57
O -0.670 -0.475 1.657 -0.62
O 1.170 0.730 1.775 -0.66
```

## Properties
Charge: -1
Orbital gap (alpha / beta), eV: 7.51 / 8.42
2S+1: 1
Lowest unoccupied orbital energy (alpha / beta), eV: 3.5 / 3.5
SMILES: [H]/N=C(\Cl)C(=O)[O-]

Calculated relative energies: 1) 0.0000; 2) 0.1293, given in hartree

1) The following is a quantum chemistry calculation of 8 unconnected molecules or ions with the total composition H16O7S, from the OMol25 dataset.

Geometry as XYZ:
```
24
Properties=species:S:1:pos:R:3:mulliken_charge:R:1
O -1.008 3.055 0.523 -0.61
H -0.272 2.630 0.089 0.34
H -1.881 3.005 0.177 0.30
O -1.237 -1.260 -2.366 -0.62
H -2.189 -1.193 -2.172 0.31
H -0.958 -2.119 -2.102 0.31
O 2.986 -2.498 0.858 -0.65
H 2.679 -1.779 0.257 0.41
H 3.701 -1.930 1.247 0.30
O -1.139 -2.928 1.652 -0.63
H -0.630 -2.147 1.514 0.31
H -1.168 -3.211 2.550 0.31
O -0.123 1.068 -1.913 -0.65
H -1.039 1.125 -1.673 0.26
H -0.029 0.263 -2.483 0.34
O 2.129 -0.635 -0.884 -0.69
H 1.418 -0.049 -1.227 0.34
H 2.818 -0.286 -1.445 0.34
O 1.764 3.185 0.313 -0.63
H 1.853 2.349 -0.148 0.31
H 2.399 3.775 -0.140 0.32
S -3.934 0.074 2.316 -0.33
H -3.136 -0.971 1.802 0.16
H -3.006 0.476 3.257 0.16
```

## Properties
Orbital gap, eV: 9.71
2S+1: 1
Lowest unoccupied orbital energy, eV: 0.0
SMILES: O.O.O.O.O.O.O.S

2) The following is a quantum chemistry calculation of 8 unconnected molecules or ions with the total composition H16O7S, from the OMol25 dataset.

Geometry as XYZ:
```
24
Properties=species:S:1:pos:R:3:mulliken_charge:R:1
O 2.934 0.048 2.013 -0.57
H 3.700 0.209 1.468 0.30
H 2.224 -0.216 1.423 0.30
O -0.173 -1.778 -2.645 -0.71
H -0.650 -0.965 -2.887 0.42
H -0.520 -2.586 -3.020 0.29
O -3.369 1.397 -0.033 -0.65
H -2.846 0.902 0.612 0.38
H -4.165 1.703 0.404 0.28
O -1.923 0.497 -2.695 -0.68
H -2.794 0.309 -2.345 0.32
H -1.320 0.762 -2.001 0.31
O -1.113 -2.000 -0.075 -0.64
H -0.767 -1.653 -0.927 0.37
H -0.683 -2.845 0.099 0.27
O -2.378 -0.564 1.881 -0.67
H -1.645 -0.741 1.254 0.44
H -2.782 -1.438 1.803 0.28
O -0.049 0.149 3.748 -0.63
H 0.642 0.652 3.305 0.30
H -0.842 0.682 3.608 0.32
S 3.469 1.181 -1.168 -0.28
H 2.598 0.182 -1.286 0.13
H 2.895 2.073 -1.953 0.14
```

## Properties
Orbital gap, eV: 10.22
2S+1: 1
Lowest unoccupied orbital energy, eV: 0.1
SMILES: O.O.O.O.O.O.O.S

Calculated relative energies: 1) 0.0297; 2) 0.0000, given in hartree

1) The following is a quantum chemistry calculation of a molecular structure, C2H6N4O, from the OMol25 dataset.

Geometry as XYZ:
```
13
Properties=species:S:1:pos:R:3:mulliken_charge:R:1
C 0.432 0.687 0.059 0.71
N 0.978 -1.263 1.162 -0.73
N 1.465 1.344 0.675 -0.45
C -2.019 -0.350 -1.540 -0.15
O -0.423 1.399 -0.593 -0.42
N -1.903 0.367 -0.523 -0.23
N 0.126 -0.565 0.304 -0.22
H 0.767 -1.076 2.140 0.20
H 0.899 -2.255 0.977 0.23
H 1.648 2.278 0.347 0.23
H 2.256 0.762 0.920 0.27
H -1.181 -0.786 -2.076 0.26
H -3.044 -0.543 -1.852 0.30
```

## Properties
Orbital gap (alpha / beta), eV: 7.26 / 7.26
2S+1: 1
Lowest unoccupied orbital energy (alpha / beta), eV: -0.5 / -0.5

2) The following is a quantum chemistry calculation of C2H6N4O in the gas phase, from the OMol25 dataset.

Geometry as XYZ:
```
13
Properties=species:S:1:pos:R:3:mulliken_charge:R:1
C 0.757 -1.357 -0.906 0.45
C 1.226 0.035 0.044 -0.65
N 1.644 -2.187 -0.762 -0.60
N 0.092 0.604 0.577 0.15
N -0.708 1.101 -0.317 -0.03
N -1.936 1.509 -0.016 -0.53
O -0.293 -1.077 -1.435 -0.57
H 2.075 -0.117 0.614 0.42
H 1.527 0.569 -0.828 0.23
H 1.505 -3.186 -1.068 0.23
H -0.065 0.313 1.624 0.35
H -2.468 1.935 -0.844 0.28
H -2.711 1.083 0.585 0.27
```

## Properties
Orbital gap (alpha / beta), eV: 7.66 / 7.66
2S+1: 1
Lowest unoccupied orbital energy (alpha / beta), eV: -0.2 / -0.2

Calculated relative energies: 1) 0.0000; 2) 0.0091, given in hartree

1) The following is a quantum chemistry calculation of 2 unconnected molecules or ions with the total composition C3H6ClN3, from the OMol25 dataset.

Geometry as XYZ:
```
13
Properties=species:S:1:pos:R:3:mulliken_charge:R:1
C 0.977 -0.532 -1.510 -1.00
C 0.583 -0.180 -0.150 -0.14
N 0.854 0.786 0.565 -0.39
Cl 2.088 1.953 0.305 -0.14
H 0.066 -0.565 -1.965 0.32
H 1.330 -1.513 -1.450 0.32
H 1.573 0.294 -1.863 0.35
H -0.207 -0.734 0.236 0.66
N -2.181 0.065 -1.164 -0.50
C -2.077 0.963 -0.439 0.44
N -1.986 1.930 0.449 -0.41
H -2.155 1.605 1.356 0.23
H -1.519 2.787 0.148 0.25
```

## Properties
Orbital gap, eV: 10.08
2S+1: 1
Lowest unoccupied orbital energy, eV: 0.6
SMILES: C/C=N\Cl.N#CN

2) The following is a quantum chemistry calculation of C3H6ClN3 in the gas phase, from the OMol25 dataset.

Geometry as XYZ:
```
13
Properties=species:S:1:pos:R:3:mulliken_charge:R:1
H 1.984 2.234 -0.037 0.21
N 2.160 1.121 0.067 -0.75
C 0.920 0.544 -0.017 0.87
C -0.306 1.386 0.009 -0.44
C -1.619 0.954 -0.058 -0.23
Cl -2.034 -0.702 0.021 -0.19
N 0.922 -0.898 0.085 0.09
N 2.101 -1.376 -0.116 -0.80
H -0.237 2.491 -0.043 0.15
H -2.508 1.729 -0.017 0.29
H -0.006 -1.340 -0.420 0.23
H 2.789 -0.761 -0.461 0.33
H 2.294 -1.648 0.751 0.22
```

## Properties
Orbital gap, eV: 8.78
2S+1: 1
Lowest unoccupied orbital energy, eV: 0.2
SMILES: [H]/N=C(\C=C/Cl)NN

Calculated relative energies: 1) 0.0000; 2) 0.0364, given in hartree